A 8-piece molecular cluster, C47H52N3O12 overall in a non-equilibrium geometry. Source: the Open Molecules 2025 dataset; level of theory: ωB97M-V/def2-TZVPD.

```
114
Properties=species:S:1:pos:R:3:forces:R:3
C 1.235 -0.846 -1.336 -1.16 -1.61 -3.15
C 0.551 -0.184 -0.238 -6.94 -4.16 -3.99
N -0.693 0.608 -0.755 1.53 -1.45 1.81
C -0.906 1.958 -0.586 -2.43 -1.00 -1.17
C -2.260 2.200 -0.921 4.77 2.42 1.82
N -2.748 0.978 -1.199 -5.37 -1.44 -0.45
C -1.855 0.020 -1.083 0.88 -3.60 -0.25
C -4.291 0.678 -1.296 -0.90 2.43 -0.18
H 0.818 -1.654 -1.917 -1.71 0.13 -0.49
H 2.092 -1.403 -1.283 2.82 -1.16 2.48
H 1.633 -0.149 -1.998 0.03 1.63 -1.64
H 1.268 0.351 -0.061 6.66 7.33 3.44
H 0.401 -0.892 0.500 -1.38 -0.81 1.95
H -0.147 2.633 -0.304 0.65 0.48 0.22
H -2.477 3.327 -0.779 -1.31 -2.38 -0.74
H -2.037 -1.250 -1.232 0.53 4.56 0.51
H -4.715 0.784 -2.394 1.08 0.65 2.34
H -4.781 1.345 -0.423 1.06 -1.06 -2.61
H -4.683 -0.292 -1.027 1.23 -0.76 0.34
N -0.884 5.229 1.881 -1.07 -0.90 -2.22
C -0.534 5.629 0.578 -5.14 2.42 1.51
C -1.559 6.295 -0.221 -0.66 -2.74 2.24
C -2.946 6.223 0.103 2.19 -1.07 -0.65
C -3.234 5.451 1.194 1.17 0.55 1.65
C -2.262 5.059 2.105 2.77 -0.48 0.92
H 0.400 5.827 0.095 1.27 -0.76 1.00
H -1.245 6.572 -1.159 0.54 1.21 -2.02
H -3.763 6.500 -0.537 0.11 0.67 -0.30
H -4.180 5.367 1.603 -2.19 -0.37 0.09
H -2.590 4.552 3.130 1.06 1.29 -2.33
C -8.081 1.167 -1.761 -0.06 -2.56 0.38
C -8.410 -0.217 -1.927 3.66 3.16 -7.04
C -8.225 -0.813 -3.226 1.10 3.70 2.72
C -7.584 -0.050 -4.247 -0.03 -1.69 0.98
C -7.189 1.266 -4.012 0.70 -0.09 1.67
C -7.376 1.894 -2.703 -1.89 -0.55 -2.08
O -7.202 3.266 -2.627 2.06 -1.16 -0.81
O -8.688 -2.038 -3.473 -0.84 -0.58 -1.01
H -8.494 1.434 -0.807 0.38 1.37 0.29
H -8.999 -0.668 -1.314 -3.31 -2.81 4.18
H -7.374 -0.767 -5.089 0.08 1.74 0.13
H -6.573 1.796 -4.725 -0.32 0.18 -0.25
H -7.915 3.692 -2.203 -1.33 0.48 0.88
H -9.160 -1.844 -4.300 -0.10 -1.20 0.02
C 2.963 4.198 -0.446 4.61 4.12 -0.71
C 4.051 5.317 -0.119 -4.52 -4.45 2.50
C 4.949 5.602 -1.052 0.69 -1.05 -1.89
C 4.921 4.932 -2.302 -5.36 -3.30 3.18
C 3.961 3.904 -2.665 0.55 4.10 4.77
C 2.912 3.683 -1.757 2.27 2.95 4.66
O 1.795 3.033 -1.963 -0.31 -2.91 -5.04
O 6.053 6.308 -0.781 1.65 -1.66 -3.72
H 2.380 3.813 0.350 -0.78 -0.08 0.46
H 4.203 5.619 0.974 -0.47 -0.29 -1.77
H 5.472 5.197 -3.042 4.30 1.68 -4.26
H 4.023 3.332 -3.488 0.37 -1.48 -3.26
H 2.081 2.792 -2.928 -2.35 -0.43 1.88
H 5.987 6.898 -0.111 -0.67 2.69 3.30
C 3.271 -4.767 2.451 -7.42 1.42 1.40
C 2.163 -4.038 1.647 1.81 -1.88 1.51
C 0.946 -3.942 2.308 0.28 -1.44 1.98
C 0.700 -4.450 3.623 4.05 -0.52 0.03
C 1.775 -5.061 4.329 -1.78 1.03 1.85
C 3.025 -5.260 3.781 -0.28 1.96 -3.96
O 4.037 -5.792 4.487 2.22 1.23 -4.20
O -0.164 -3.368 1.796 -1.19 0.65 -2.67
H 4.212 -4.840 2.205 4.79 -0.27 -2.18
H 2.179 -3.678 0.550 0.72 -0.65 1.98
H -0.137 -4.229 4.221 -1.29 0.26 -0.02
H 1.697 -5.173 5.490 -0.22 -0.20 -2.22
H 3.602 -6.016 5.221 -1.76 -1.90 5.22
H -0.230 -3.602 0.836 0.09 0.37 1.19
C 5.062 -1.627 1.327 -4.72 0.81 3.11
C 3.848 -0.749 1.956 3.97 -2.43 -3.30
C 3.922 0.692 1.669 1.09 -6.45 0.15
C 4.900 1.125 0.812 2.90 -0.88 -2.46
C 5.977 0.232 0.194 -3.33 3.08 1.68
C 6.109 -1.063 0.612 -1.15 0.35 0.76
O 7.209 -1.786 0.340 -0.51 -1.85 -0.61
O 2.939 1.363 2.176 1.56 7.16 -5.84
H 4.980 -2.742 1.549 0.46 1.74 -0.37
H 2.945 -1.382 2.366 1.95 1.70 -0.55
H 4.943 2.157 0.448 -0.27 -0.28 0.33
H 6.566 0.661 -0.613 0.23 0.02 0.46
H 7.968 -1.247 0.433 1.19 0.85 -0.01
H 2.549 1.005 2.842 -3.53 -3.79 6.47
C 3.936 -3.723 -2.082 3.43 -4.39 2.56
C 5.308 -4.284 -1.552 -4.13 0.48 -1.02
C 5.322 -5.579 -1.036 -3.22 1.44 -0.47
C 4.113 -6.280 -0.992 -1.91 0.70 -1.41
C 2.885 -5.815 -1.545 3.88 0.15 1.68
C 2.794 -4.529 -2.040 -0.25 0.33 -0.99
O 1.623 -4.162 -2.739 9.24 1.59 -4.11
O 6.397 -6.082 -0.512 3.30 -1.06 1.35
H 3.969 -2.747 -2.368 -0.24 2.48 -1.10
H 6.222 -3.710 -1.509 -0.19 0.37 -0.21
H 4.045 -7.286 -0.640 0.43 -0.53 0.45
H 2.151 -6.526 -1.398 -2.07 -0.84 -0.35
H 0.855 -4.215 -2.394 -7.89 -1.11 4.48
H 6.301 -6.730 0.212 -0.45 0.45 -0.80
C -4.003 1.100 2.882 -2.28 -3.93 -2.69
C -5.035 0.287 2.263 10.34 -3.57 1.08
C -4.722 -1.045 1.773 1.60 0.77 0.59
C -3.367 -1.494 1.757 -1.15 4.23 2.78
C -2.434 -0.608 2.484 2.60 -5.42 -4.30
C -2.726 0.627 2.931 2.49 1.22 1.70
O -1.670 1.402 3.528 -2.19 -0.26 -0.93
O -5.783 -1.832 1.466 -0.86 -0.72 -1.17
H -4.288 1.983 3.265 -0.69 3.13 1.29
H -5.915 0.558 2.146 -8.13 2.78 -0.61
H -3.090 -2.440 1.406 0.47 -1.21 -0.34
H -1.274 -1.110 2.300 -3.17 1.97 1.27
H -1.000 0.781 3.793 0.44 -0.37 0.17
H -5.690 -2.598 0.835 0.57 1.35 1.09
```
Positions in Å, forces in eV/Å.

Computed properties:
* E_HOMO: -10.033 eV
* charge: +1
* lowest unoccupied orbital energy: -2.45 eV
* relative energy (zero: lowest compared OMol25 entry of this formula, charge and spin): 347.83 kJ/mol


C47H46ClMgN4O9Se as an isolated structure. Source: the Open Molecules 2025 dataset; level of theory: ωB97M-V/def2-TZVPD.

```
109
Properties=species:S:1:pos:R:3:forces:R:3
Mg 0.629 -1.659 -0.740 -0.10 -0.28 -0.06
C 1.986 3.272 3.248 0.00 0.03 -0.02
C 1.876 2.842 1.791 -0.01 -0.14 -0.04
C 1.742 4.030 0.861 0.03 0.06 0.02
O 3.023 2.035 1.479 -0.03 0.09 -0.03
C 2.608 0.707 1.096 0.04 -0.05 0.06
C 1.249 0.690 1.829 -0.10 -0.02 -0.01
O 0.752 2.005 1.590 0.08 0.10 0.08
C 0.214 -0.508 1.812 -0.17 0.21 0.08
O 0.764 -1.575 1.169 0.01 -0.20 0.06
C 0.032 -0.817 3.318 -0.03 0.04 0.03
C 0.630 -1.940 3.861 -0.01 -0.05 0.04
C 0.520 -2.206 5.223 0.01 0.00 -0.03
C -0.186 -1.347 6.049 -0.01 0.03 -0.01
C -0.790 -0.217 5.505 0.00 -0.04 0.02
C -0.684 0.043 4.149 0.01 0.02 0.00
C -1.248 -0.262 1.258 0.09 0.03 -0.04
C -2.049 -1.311 1.477 -0.11 -0.06 -0.05
C -3.403 -1.597 1.019 0.07 0.02 0.04
C -4.041 -1.067 -0.024 -0.02 0.01 -0.01
C -3.420 -0.013 -0.895 -0.01 0.00 -0.06
C -1.578 0.976 0.477 0.03 0.03 0.12
C 2.874 0.423 -0.449 0.17 0.01 0.04
O 1.942 -0.357 -1.044 0.05 0.28 -0.16
C 3.038 1.737 -1.260 -0.02 0.01 -0.05
C 4.054 2.664 -1.037 0.05 0.03 0.05
C 4.158 3.813 -1.803 -0.03 0.03 -0.05
C 3.245 4.066 -2.821 0.04 -0.02 0.02
C 2.254 3.133 -3.080 0.02 -0.02 0.01
C 2.166 1.975 -2.315 -0.08 0.00 -0.02
C 4.259 -0.271 -0.538 0.04 -0.01 -0.06
C 4.459 -1.212 -1.544 0.00 0.03 0.02
C 5.680 -1.852 -1.695 -0.01 0.00 0.02
C 6.733 -1.561 -0.837 -0.02 0.00 -0.01
C 6.548 -0.621 0.165 0.02 0.00 -0.01
C 5.324 0.018 0.310 0.02 -0.01 0.06
H 2.928 3.799 3.407 0.01 0.01 -0.02
H 1.962 2.406 3.906 0.00 -0.01 0.02
H 1.160 3.935 3.505 -0.02 0.01 0.00
H 2.616 4.675 0.948 0.02 0.01 0.00
H 0.854 4.598 1.140 -0.02 0.01 0.01
H 1.648 3.706 -0.172 -0.01 -0.04 -0.02
H 3.254 0.019 1.643 -0.11 -0.03 -0.02
H 1.595 0.693 2.869 0.07 -0.06 -0.03
H 1.165 -2.600 3.190 0.01 0.00 0.00
H 0.986 -3.092 5.636 0.01 -0.02 0.01
H -0.276 -1.557 7.108 0.00 0.00 0.02
H -1.356 0.455 6.138 -0.01 0.01 0.02
H -1.183 0.908 3.725 0.00 0.02 -0.02
H -1.616 -2.117 2.060 -0.02 -0.02 0.01
H -3.914 -2.384 1.563 0.00 -0.01 0.02
H -5.034 -1.421 -0.272 0.02 -0.01 -0.01
H -4.124 0.248 -1.691 0.02 -0.03 -0.01
H -1.312 1.846 1.073 -0.02 -0.05 -0.03
H 4.769 2.501 -0.243 -0.02 0.00 -0.04
H 4.952 4.521 -1.597 0.01 0.01 -0.01
H 3.323 4.968 -3.416 0.00 0.02 -0.01
H 1.552 3.296 -3.890 -0.01 0.00 -0.01
H 1.417 1.223 -2.529 0.03 0.03 0.00
H 3.629 -1.431 -2.201 -0.03 -0.01 -0.02
H 5.805 -2.586 -2.482 0.01 -0.01 -0.01
H 7.686 -2.064 -0.947 0.01 -0.01 0.00
H 7.359 -0.387 0.845 0.00 0.01 0.01
H 5.200 0.745 1.106 0.02 -0.01 0.00
O -0.359 -5.323 -1.634 -0.10 0.18 -0.01
Cl -1.364 -4.311 -1.464 0.40 0.40 0.23
O -1.766 -3.778 -2.745 0.02 -0.04 0.08
O -2.490 -4.812 -0.745 -0.06 -0.03 -0.02
O -0.787 -3.197 -0.662 -0.12 -0.51 -0.34
C -6.499 0.942 2.715 0.01 -0.05 0.03
C -6.125 2.173 1.904 -0.01 0.09 0.01
N -5.285 1.857 0.755 0.10 0.05 -0.05
C -5.906 1.959 -0.553 0.00 0.08 0.03
C -7.044 0.970 -0.763 -0.04 -0.04 -0.04
C -3.960 1.641 1.022 -0.08 -0.28 -0.03
O -3.556 1.726 2.169 0.06 0.12 0.10
C -2.991 1.248 -0.094 -0.03 0.00 0.03
C -2.657 2.358 -1.088 0.00 -0.02 -0.04
C -1.414 2.213 -1.525 -0.04 0.00 -0.02
C -0.778 1.040 -0.826 0.08 -0.09 -0.14
N -1.024 -0.226 -1.580 0.26 0.27 0.21
C -2.224 -0.638 -1.597 -0.06 -0.17 0.00
H -7.121 1.225 3.566 -0.02 0.00 0.02
H -5.597 0.462 3.091 0.00 0.01 0.00
H -7.047 0.217 2.112 -0.01 0.01 -0.02
H -5.582 2.875 2.538 -0.04 -0.01 -0.01
H -7.015 2.680 1.523 -0.01 -0.02 0.03
H -5.155 1.814 -1.319 0.06 0.05 -0.04
H -6.285 2.981 -0.682 -0.01 -0.01 0.01
H -6.689 -0.057 -0.691 0.01 0.01 0.01
H -7.484 1.113 -1.751 0.00 0.01 -0.02
H -7.834 1.106 -0.025 0.00 0.01 0.01
H -3.352 3.119 -1.414 -0.09 0.00 -0.01
H -0.915 2.817 -2.269 0.02 0.02 -0.01
H 0.291 1.131 -0.682 -0.02 -0.01 0.01
H -2.419 -1.578 -2.112 -0.05 0.01 0.01
Se 0.266 -1.504 -4.095 -0.01 -0.14 0.14
N 1.128 -2.393 -2.805 -0.36 0.09 -0.26
C 1.717 -3.423 -3.375 0.22 -0.03 0.24
C 2.561 -4.353 -2.682 -0.16 0.05 -0.02
C 3.140 -5.344 -3.389 0.00 -0.10 -0.14
C 2.925 -5.492 -4.807 0.07 -0.04 0.14
C 2.144 -4.636 -5.500 -0.10 0.12 0.05
C 1.517 -3.552 -4.796 0.07 -0.19 -0.15
N 0.763 -2.632 -5.362 0.07 0.17 0.07
H 2.706 -4.248 -1.616 -0.01 0.02 0.03
H 3.774 -6.060 -2.883 0.02 -0.01 -0.01
H 3.405 -6.315 -5.321 0.02 0.00 0.01
H 1.980 -4.736 -6.563 -0.02 0.01 -0.02
```
Positions in Å, forces in eV/Å.

Computed properties:
* E_HOMO: -5.351 eV
* charge: -1
* lowest unoccupied orbital energy: 1.39 eV
* relative energy (zero: lowest compared OMol25 entry of this formula, charge and spin): 373.38 kJ/mol


A 2-piece molecular cluster, C5H14NO2S overall in a non-equilibrium geometry. Source: the Open Molecules 2025 dataset; level of theory: ωB97M-V/def2-TZVPD.

```
23
Properties=species:S:1:pos:R:3:forces:R:3
C -0.848 -0.335 -1.382 -0.23 -0.82 0.87
N -0.192 -1.203 -2.347 0.70 0.23 -0.03
C 1.309 -1.145 -2.122 0.19 1.04 -0.42
O 1.811 0.096 -2.311 0.14 -0.20 -0.17
C -0.911 -1.007 0.012 0.05 -0.42 -0.56
C -1.886 -0.261 0.913 0.14 0.68 0.23
C -1.243 0.846 1.751 -0.05 -0.65 0.58
S 0.070 0.296 2.916 -0.04 -0.09 -0.01
H -1.908 -0.323 -1.633 -0.15 0.60 -0.48
H -0.389 0.656 -1.342 -0.15 0.15 0.03
H -0.218 -0.644 -3.198 -0.19 -0.25 -0.30
H 1.482 -1.498 -1.089 0.03 -0.51 -0.03
H 1.728 -1.857 -2.868 -0.12 -0.27 0.37
H 0.094 -1.114 0.437 -0.26 0.07 0.01
H -1.264 -2.019 -0.225 0.04 0.03 0.33
H -2.569 -0.824 1.558 0.46 -0.51 -0.07
H -2.544 0.270 0.230 -0.38 0.18 -0.07
H -1.985 1.250 2.440 -0.06 0.36 -0.33
H -0.824 1.600 1.109 0.15 0.42 -0.18
H 0.295 -0.909 2.381 0.04 0.04 0.00
H 1.986 1.586 -1.471 -0.63 -0.43 0.22
H 1.771 1.664 0.031 -0.01 0.14 -0.24
O 1.716 2.225 -0.754 0.35 0.22 0.28
```
Positions in Å, forces in eV/Å.

Computed properties:
* E_HOMO: -3.269 eV
* charge: -1
* lowest unoccupied orbital energy: 3.02 eV
* relative energy (zero: lowest compared OMol25 entry of this formula, charge and spin): 42.19 kJ/mol


C34H31Cl2IN4O9S3Sc as an isolated structure in a non-equilibrium geometry. Source: the Open Molecules 2025 dataset; level of theory: ωB97M-V/def2-TZVPD.

```
85
Properties=species:S:1:pos:R:3:forces:R:3
Sc -0.020 -0.657 0.121 1.02 -1.22 -1.16
O 4.675 -0.462 -3.633 0.21 -0.02 -0.16
C 5.244 -0.475 -2.446 0.05 0.03 0.06
O 6.445 -0.522 -2.309 -0.02 -0.01 -0.07
C 4.336 -0.422 -1.263 0.07 -0.06 0.27
C 4.760 -0.390 0.060 -0.20 0.13 -0.52
Cl 6.358 -0.288 0.613 0.07 0.05 0.18
N 3.664 -0.344 0.862 0.13 -0.22 -0.39
N 2.552 -0.345 0.110 -0.31 0.10 -0.48
C 2.925 -0.397 -1.157 0.17 0.09 0.23
C 1.846 -0.379 -2.212 0.48 0.06 0.10
O 2.181 -0.314 -3.402 -0.34 0.02 0.02
O 0.661 -0.399 -1.779 0.04 -0.05 -0.54
C 3.556 -0.333 2.282 -0.24 0.12 0.58
C 4.529 -0.880 3.110 -0.04 -0.05 -0.22
C 4.344 -0.870 4.482 -0.01 0.07 0.03
C 3.192 -0.341 5.039 0.04 0.01 0.01
C 2.214 0.187 4.211 -0.01 0.00 -0.05
C 2.397 0.197 2.841 0.14 0.06 -0.15
H 3.666 -0.408 -3.587 -0.01 0.02 0.07
H 5.408 -1.340 2.695 0.01 -0.07 0.01
H 5.104 -1.304 5.114 0.03 -0.04 0.03
H 3.052 -0.355 6.111 -0.02 -0.01 0.02
H 1.292 0.576 4.623 -0.03 0.00 0.01
H 1.632 0.592 2.190 0.08 -0.05 0.01
Cl -6.671 -3.334 -0.502 -0.18 -0.05 0.00
C -4.961 -3.017 -0.540 0.15 -0.34 0.04
C -4.085 -4.072 -0.566 -0.42 0.27 -0.04
C -2.715 -3.831 -0.587 0.86 0.05 -0.04
I -1.324 -5.396 -0.648 -0.27 0.03 0.04
C -2.169 -2.550 -0.575 -0.65 -0.36 -0.09
O -0.904 -2.322 -0.583 0.03 0.22 0.06
C -3.102 -1.454 -0.568 -0.13 -0.38 -0.09
N -2.552 -0.215 -0.597 0.01 0.12 0.04
C -3.366 0.813 -0.554 0.14 -0.08 -0.18
C -4.764 0.694 -0.518 -0.11 -0.10 -0.08
C -5.333 -0.547 -0.515 0.09 0.16 0.00
C -4.501 -1.684 -0.538 0.31 0.15 -0.04
H -4.455 -5.087 -0.573 -0.04 -0.02 0.01
H -2.916 1.797 -0.546 -0.01 0.00 0.08
H -5.371 1.587 -0.486 -0.02 0.04 0.02
H -6.406 -0.672 -0.491 -0.04 0.01 0.02
C 0.020 5.849 5.305 -0.04 -0.03 -0.06
C -0.404 4.566 4.646 0.08 -0.02 -0.02
C -1.661 4.016 4.870 0.05 -0.05 -0.03
C -2.044 2.840 4.246 -0.20 -0.01 0.03
C -1.178 2.210 3.370 0.09 -0.29 -0.40
C 0.072 2.749 3.126 0.04 -0.01 -0.01
C 0.460 3.911 3.775 -0.05 -0.02 0.01
S -1.716 0.691 2.578 -0.79 0.21 1.10
O -3.075 0.942 2.161 0.23 0.04 0.00
O -1.528 -0.372 3.527 0.18 0.13 -0.14
O -0.795 0.554 1.402 -0.52 0.90 1.61
H -0.642 6.105 6.129 -0.01 0.02 0.07
H -0.003 6.672 4.590 0.02 0.05 -0.01
H 1.038 5.768 5.683 0.04 0.04 0.05
H -2.346 4.519 5.541 -0.05 -0.02 0.04
H -3.021 2.410 4.414 -0.07 0.01 0.03
H 0.727 2.266 2.417 0.08 0.07 0.00
H 1.449 4.318 3.598 0.05 0.02 -0.03
C 1.792 6.353 -0.166 -0.07 -0.16 -0.08
C 1.325 5.021 -0.752 -0.01 0.00 0.01
C 0.172 4.464 0.061 -0.18 -0.61 -0.14
S -0.412 2.739 -0.288 -0.21 1.79 -0.81
O 0.785 1.855 -0.268 0.48 -0.50 0.28
C -0.831 2.956 -2.083 0.16 -0.26 0.42
C 0.345 2.759 -3.026 0.05 -0.03 -0.07
C -0.120 2.288 -4.401 0.03 0.08 0.17
H 2.621 6.757 -0.744 0.05 0.05 0.00
H 2.118 6.232 0.866 0.03 0.02 0.07
H 0.977 7.077 -0.185 0.00 0.09 0.05
H 2.146 4.303 -0.760 -0.01 -0.04 -0.06
H 1.010 5.188 -1.781 0.04 -0.06 -0.03
H -0.726 5.076 -0.041 -0.08 0.03 0.07
H 0.441 4.432 1.116 -0.08 -0.01 0.09
H -1.314 3.928 -2.189 -0.11 0.00 0.03
H -1.565 2.167 -2.263 -0.07 0.05 -0.03
H 1.007 2.010 -2.593 0.04 0.10 -0.05
H 0.911 3.684 -3.134 0.04 -0.04 0.05
H -0.538 1.286 -4.335 -0.05 -0.06 -0.02
H 0.725 2.255 -5.086 0.00 -0.04 -0.07
H -0.876 2.966 -4.804 -0.02 -0.02 -0.10
S 2.317 -3.904 2.896 0.55 -0.73 0.56
C 1.485 -2.849 2.051 -0.74 0.96 -0.76
N 0.897 -2.045 1.422 0.01 -0.34 0.52
```
Positions in Å, forces in eV/Å.

Computed properties:
* E_HOMO: -5.261 eV
* charge: -1
* lowest unoccupied orbital energy: 1.76 eV
* relative energy (zero: lowest compared OMol25 entry of this formula, charge and spin): 139.32 kJ/mol